[1]
113
Properties=species:S:1:pos:R:3:mulliken_charge:R:1 method="wB97M-V/def2-TZVPD" orbital_gap_ev=7.64 e_homo_ha=-0.283 relative_energy_ev=0.051 charge=0 e_tot_ha=-4455.24525 lumo_ev=-0.07
Tl -1.2401 -0.7698 0.6035 2.643
Cl 4.8407 -0.9934 5.0808 -0.249
C 3.6660 -1.0656 3.7947 0.255
C 2.3479 -0.7473 4.0516 -0.822
C 1.4344 -0.7944 3.0178 0.936
Cl -0.2271 -0.4258 3.3359 -0.031
C 1.7628 -1.1312 1.6896 -1.124
O 0.9357 -1.1483 0.6798 -0.210
C 3.1200 -1.4752 1.5075 -0.068
Cl 3.6129 -1.9492 -0.0917 0.266
C 4.0589 -1.4388 2.5209 -0.881
H 2.0350 -0.4651 5.0488 0.503
H 5.0865 -1.7039 2.3139 0.508
C -0.0141 -6.0463 -2.2560 -1.321
N -0.3956 -5.1212 -1.1898 0.930
C -0.5651 -3.7953 -1.2584 -0.557
N -0.7689 -3.3066 -0.0544 0.242
C -0.7320 -4.4157 0.7396 -0.826
N -0.5124 -5.5422 0.0891 -1.019
C 1.4820 -6.2737 -2.3488 1.040
C 2.0232 -7.5388 -2.1829 -0.790
C 3.4001 -7.7281 -2.2552 -0.709
C 4.2444 -6.6564 -2.4781 -0.949
C 3.7062 -5.3814 -2.6388 -0.043
C 2.3303 -5.1966 -2.5802 0.013
C 4.5986 -4.2358 -2.8273 0.666
N 5.8845 -4.2102 -2.8538 -0.507
N 6.2513 -2.8694 -3.0029 -0.576
C 5.1554 -2.1952 -3.0542 0.439
O 4.0664 -2.9945 -2.9422 -0.023
C 4.9753 -0.7445 -3.1461 0.028
C 6.0900 0.0828 -3.0359 -1.013
C 5.9213 1.4555 -3.0562 -0.800
C 4.6514 2.0045 -3.1837 -0.849
C 3.5402 1.1845 -3.3159 0.929
C 2.1778 1.8099 -3.5234 -1.455
N 1.0718 1.0456 -2.9521 1.355
C 0.8292 0.7199 -1.6790 -0.970
N -0.3032 0.0483 -1.6103 0.671
C -0.7180 -0.0174 -2.9055 -1.060
N 0.0943 0.5596 -3.7623 -1.113
C 3.7055 -0.1951 -3.2940 0.357
H -0.3879 -5.6248 -3.1866 0.299
H -0.5328 -6.9799 -2.0667 0.428
H -0.5011 -3.2213 -2.1763 0.558
H -0.8658 -4.3730 1.8147 0.606
H 1.3687 -8.3817 -1.9881 0.393
H 3.8134 -8.7207 -2.1220 0.390
H 5.3198 -6.7847 -2.5189 0.530
H 1.9280 -4.1953 -2.6961 0.550
H 7.0689 -0.3650 -2.9131 0.527
H 6.7812 2.1065 -2.9540 0.406
H 4.5259 3.0829 -3.1796 0.435
H 1.9517 1.8708 -4.5822 0.376
H 2.1599 2.8197 -3.1198 0.404
H 1.4661 0.9744 -0.8408 0.588
H -1.6408 -0.4903 -3.2171 0.496
H 2.8445 -0.8508 -3.3772 0.604
N -4.6484 -3.0558 2.6552 -0.410
C -3.6642 -2.4819 1.9284 0.583
O -2.6063 -2.1433 2.4526 -0.504
C -3.9284 -2.3422 0.4345 -0.797
C -3.2623 -1.1265 -0.1775 -1.128
H -4.5148 -3.1846 3.6439 0.259
H -5.5302 -3.3013 2.2461 0.182
H -5.0082 -2.3275 0.2688 0.587
H -3.5465 -3.2609 -0.0193 0.213
H -3.7817 -0.2021 0.0854 0.262
H -3.1922 -1.2017 -1.2645 0.445
C -4.1292 3.8830 3.7158 -1.588
C -4.1848 2.5937 2.9015 1.848
C -5.6282 2.2460 2.5719 -1.813
C -3.5225 1.4474 3.6610 -0.972
O -3.5321 2.7840 1.6402 -0.276
Si -1.9312 2.7792 1.2513 -2.612
O -1.3704 1.3187 1.0183 2.256
O -1.1294 3.5433 2.4742 -0.037
C 0.2363 3.9875 2.5381 1.986
C 1.1676 3.1018 1.7070 -1.260
C 0.2965 5.4284 2.0395 -1.717
C 0.6317 3.9119 4.0048 -1.861
O -1.7523 3.7229 -0.0920 -0.151
C -2.5808 3.9411 -1.2329 1.804
C -3.2416 2.6350 -1.6666 -0.816
C -1.6613 4.4504 -2.3326 -1.536
C -3.6376 4.9885 -0.8950 -1.730
H -4.6677 3.7601 4.6600 0.479
H -4.5911 4.6981 3.1501 0.329
H -3.0920 4.1516 3.9252 0.093
H -6.2125 2.1088 3.4867 0.413
H -5.6676 1.3222 1.9838 0.265
H -6.0784 3.0502 1.9825 0.365
H -4.0687 1.2369 4.5840 0.595
H -2.4892 1.7090 3.9184 -0.034
H -3.5039 0.5419 3.0451 -0.053
H 0.8908 3.1453 0.6464 -0.027
H 1.0954 2.0609 2.0364 0.017
H 2.1992 3.4464 1.8205 0.683
H -0.0205 5.4719 0.9937 0.130
H 1.3124 5.8261 2.1255 0.451
H -0.3785 6.0521 2.6324 0.360
H 0.6044 2.8719 4.3471 0.286
H -0.0707 4.4947 4.6082 0.368
H 1.6409 4.3079 4.1561 0.429
H -2.4750 1.8729 -1.8419 -0.097
H -3.8155 2.7838 -2.5848 0.626
H -3.9180 2.2773 -0.8825 -0.055
H -0.9063 3.6910 -2.5667 0.098
H -1.1484 5.3568 -1.9962 0.359
H -2.2259 4.6795 -3.2419 0.397
H -4.2739 4.6223 -0.0849 0.088
H -4.2592 5.2099 -1.7680 0.474
H -3.1508 5.9104 -0.5637 0.337

---

[2]
63
Properties=species:S:1:pos:R:3:mulliken_charge:R:1 method="wB97M-V/def2-TZVPD" orbital_gap_ev=8.67 smiles="C[C@@H](I)[C@@H](I)[C@]1(B(O)N(C)C)OC(=O)O[C@H]1P(O)Br.CCOS(C)(=O)=O.CCOS(C)(=O)=O" e_homo_ha=-0.329 charge=0 e_tot_ha=-5765.88608 lumo_ev=-0.28
C 2.2793 0.0481 0.0131 -1.235
C 0.9598 0.3749 0.7321 -0.045
I 1.4199 1.6161 2.4368 0.063
C -0.0880 0.9845 -0.1850 -1.700
I -0.3413 -0.3873 -1.8624 0.131
C -1.4479 1.3375 0.5189 1.553
B -1.5136 2.9574 0.4724 0.598
O -1.8908 3.4892 -0.7275 -0.505
N -1.1406 3.8881 1.5369 -0.196
C 0.0250 4.6536 1.0060 -1.255
C -2.1883 4.8694 1.8555 -0.989
O -1.5407 0.6751 1.7655 -0.431
C -2.1410 -0.5341 1.5799 0.363
O -2.1603 -1.4358 2.4001 -0.593
O -2.6968 -0.5733 0.3435 -0.030
C -2.7125 0.7594 -0.1510 -0.784
P -4.4801 1.2686 0.2983 -0.045
O -4.6174 2.6212 -0.6170 -0.392
Br -4.3568 2.1351 2.3595 -0.247
H 2.2689 0.3204 -1.0287 0.370
H 3.0872 0.5963 0.4605 0.378
H 2.5225 -0.9930 0.1462 0.309
H 0.5383 -0.5257 1.1464 0.562
H 0.3040 1.8743 -0.6550 0.644
H -1.8150 2.8774 -1.4605 0.358
H 0.7250 3.9704 0.5449 0.387
H -0.2796 5.4218 0.3052 0.366
H 0.5339 5.0859 1.8554 0.331
H -2.8758 4.4971 2.5982 0.276
H -1.7132 5.7447 2.2776 0.388
H -2.7506 5.2105 0.9857 0.242
H -2.7376 0.8026 -1.2287 0.848
H -4.9379 3.3373 -0.0666 0.304
C -3.2824 -3.5295 -0.9584 -0.740
C -3.7991 -4.1244 0.3353 -0.340
O -5.1078 -4.7260 0.1976 -0.291
S -5.2095 -6.1205 -0.5538 1.212
C -6.8645 -6.4990 -0.0926 -0.942
O -4.3096 -7.0438 0.0649 -0.644
O -5.1578 -5.9075 -1.9664 -0.614
H -3.0959 -4.2981 -1.7073 0.446
H -2.3483 -3.0008 -0.7743 0.151
H -4.0068 -2.8307 -1.3764 0.247
H -3.1044 -4.8594 0.7441 0.340
H -3.9253 -3.3441 1.0824 0.173
H -6.9092 -6.6361 0.9836 0.313
H -7.1306 -7.4195 -0.6065 0.374
H -7.5107 -5.6879 -0.4149 0.311
C 8.7035 -0.8870 -0.3143 -0.997
C 7.8104 0.1553 0.3284 -0.298
O 7.3741 1.1747 -0.5990 -0.290
S 6.2552 0.7851 -1.6564 1.105
C 5.8869 2.4155 -2.2037 -0.985
O 5.1321 0.2441 -0.9518 -0.517
O 6.8450 0.0533 -2.7315 -0.605
H 8.1630 -1.4760 -1.0529 0.304
H 9.0866 -1.5653 0.4479 0.384
H 9.5430 -0.4116 -0.8207 0.268
H 6.9387 -0.2992 0.8016 0.284
H 8.3563 0.6964 1.0976 0.283
H 5.4611 2.9790 -1.3784 0.320
H 5.1672 2.3190 -3.0133 0.373
H 6.8009 2.8763 -2.5666 0.351

---

[3]
46
Properties=species:S:1:pos:R:3:mulliken_charge:R:1 method="wB97M-V/def2-TZVPD" orbital_gap_ev=7.51 e_homo_ha=-0.575 charge=+2 e_tot_ha=-1759.45079 lumo_ev=-8.14
C -3.1000 3.5815 -1.2089 0.887
C -4.4351 3.2563 -0.5289 -1.363
C -2.6595 4.9893 -0.7901 -1.364
C -3.2821 3.5482 -2.7308 -1.360
Cl -1.8455 2.3455 -0.7164 -0.148
H -3.4372 5.6987 -1.0995 0.371
H -1.7225 5.2938 -1.2740 0.376
H -2.5418 5.0813 0.2974 0.370
H -5.1778 3.9999 -0.8413 0.371
H -4.3580 3.3012 0.5655 0.365
H -4.8116 2.2656 -0.8150 0.376
H -4.0460 4.2836 -3.0087 0.373
H -3.6202 2.5648 -3.0827 0.371
H -2.3570 3.8126 -3.2601 0.367
C 1.5585 -1.0054 2.6404 -0.650
C 1.9704 0.2996 2.2505 -0.015
C 0.7998 1.0433 1.8730 -1.129
H 2.9704 0.6957 2.4639 0.545
C -0.3548 0.2205 2.1803 -0.199
C 0.1286 -1.0460 2.6568 -0.637
H -0.4625 -1.8700 3.0572 0.538
H 2.2087 -1.7683 3.0596 0.679
H 0.7907 2.0610 1.4906 0.642
H -1.3897 0.5562 2.2083 0.554
C 2.1087 -1.1673 -1.8298 -0.577
C 3.0683 -1.0825 -0.7760 -0.639
C 3.0748 0.2454 -0.2694 -0.012
H 3.8188 -1.8399 -0.5546 0.664
C 2.0092 0.9691 -0.9059 -1.090
C 1.4372 0.1008 -1.9151 -0.291
H 0.7480 0.4008 -2.7012 0.554
H 2.0024 -2.0165 -2.5034 0.538
H 3.9166 0.6618 0.2949 0.548
H 1.7414 2.0064 -0.7105 0.616
Zr 0.9144 -0.7255 0.3188 1.035
Cl -1.0768 -6.0080 -0.4423 -0.137
C 0.2731 -5.1324 0.1234 -0.113
C 1.4041 -5.7928 0.6235 -0.205
C 2.4662 -5.0042 1.0681 -1.024
C 2.3888 -3.6190 1.0145 -0.047
N 1.2847 -3.0002 0.5271 0.079
C 0.2262 -3.7325 0.0796 -0.098
H 1.4329 -6.8779 0.6560 0.481
H 3.3800 -5.4216 1.4681 0.426
H 3.2147 -2.9764 1.3608 0.554
H -0.6596 -3.1964 -0.3134 0.414

---

[4]
14
Properties=species:S:1:pos:R:3:mulliken_charge:R:1 method="wB97M-V/def2-TZVPD" orbital_gap_ev=9.40 e_homo_ha=-0.351 relative_energy_ev=5.222 charge=0 e_tot_ha=-307.52053 lumo_ev=-0.15
C -2.1009 0.2925 -0.1403 -1.210
C -0.7657 -0.4355 -0.0604 -0.288
C 0.4287 0.4576 -0.3166 0.426
O 0.3667 1.6015 -0.6862 -0.505
C 1.8206 -0.2071 -0.1091 -0.008
O 2.9165 0.4372 -0.3832 -0.651
H -2.1540 1.1006 0.5948 0.306
H -2.9271 -0.3994 0.0501 0.364
H -2.2437 0.7378 -1.1284 0.301
H -0.7237 -1.2543 -0.7935 0.319
H -0.6296 -0.9175 0.9183 0.337
H 1.7267 -0.2573 1.3718 0.101
H 1.7788 -1.3088 -0.2401 0.344
H 2.5067 0.1527 0.9228 0.164

---

[5]
16
Properties=species:S:1:pos:R:3:mulliken_charge:R:1 method="wB97M-V/def2-TZVPD" orbital_gap_ev=10.79 smiles=C1C[C@H]2C[C@@H]12.O e_homo_ha=-0.359 relative_energy_ev=3.964 charge=0 e_tot_ha=-271.60694 lumo_ev=1.02
C 0.3251 -1.3397 -0.5513 -0.543
C 1.1740 -0.2186 -0.0223 -0.609
C -0.4236 0.4184 0.6080 -0.404
C -1.6803 0.1270 -0.2249 -0.716
C -0.8656 -0.9876 0.3212 -0.108
H 0.7644 -2.3302 -0.4702 0.334
H 0.0912 -1.1467 -1.6079 0.233
H 1.6335 -0.3437 0.9501 0.322
H 2.0035 0.0439 -0.7242 0.363
H -0.6294 0.9189 1.5698 0.317
H -1.7227 0.3263 -1.2919 0.217
H -2.6574 0.2555 0.2581 0.260
H -1.2295 -1.6576 1.0842 0.370
O 1.0898 2.0410 -1.0354 -0.750
H 1.7930 2.3099 -0.4350 0.317
H 0.4527 1.6117 -0.4306 0.397

---

[6]
44
Properties=species:S:1:pos:R:3:lowdin_spin:R:1 method="wB97M-V/def2-TZVPD" orbital_gap_ev="7.18 / 6.52" e_homo_ha="-0.163 / -0.175" relative_energy_ev=0.186 charge=-1 e_tot_ha=-4008.76774 multiplicity=2 lumo_ev="2.75 / 1.75"
Ag 0.3855 1.9244 -0.9795 0.155
C -1.8764 -4.6611 0.2996 0.001
C -1.8153 -3.2763 -0.2912 0.003
C -2.7930 -2.3329 -0.0175 -0.001
C -2.7607 -1.0548 -0.5717 0.005
C -3.8453 -0.0739 -0.2123 0.001
C -1.7127 -0.7030 -1.4335 0.004
Se -1.6538 1.0507 -2.2090 0.137
C -0.7086 -1.6442 -1.7178 0.004
C 0.4619 -1.3168 -2.6036 -0.001
C -0.7809 -2.9087 -1.1422 -0.001
H -2.6126 -4.7120 1.1024 0.000
H -0.9087 -4.9594 0.7072 0.000
H -2.1544 -5.4008 -0.4553 0.000
H -3.6068 -2.5924 0.6537 0.000
H -4.5563 -0.5268 0.4807 0.000
H -4.3801 0.2691 -1.0986 0.001
H -3.4158 0.8189 0.2475 0.000
H 1.1386 -0.6061 -2.1171 -0.001
H 0.1382 -0.8414 -3.5288 0.001
H 1.0310 -2.2180 -2.8344 0.000
H 0.0036 -3.6258 -1.3665 0.000
C 1.1772 0.0325 3.1091 0.041
C 1.1095 1.0715 1.9797 0.070
C 0.5282 2.3836 2.5013 0.010
C 0.3036 0.5109 0.8435 0.482
H 1.7815 0.4075 3.9392 0.007
H 1.6200 -0.8993 2.7545 0.001
H 0.1750 -0.1898 3.4857 0.001
H 2.1282 1.2555 1.6304 0.006
H -0.5125 2.2430 2.8100 0.000
H 0.5536 3.1514 1.7276 0.002
H 1.0926 2.7520 3.3604 0.000
H -0.7703 0.4460 0.9986 0.022
H 0.7306 -0.3429 0.3245 0.027
O -0.3934 5.4056 -0.8142 0.001
C 0.1407 4.4243 -0.9458 0.003
F 2.6624 3.1450 0.0376 0.011
Sb 3.8647 2.3942 -1.2391 0.001
F 4.5334 4.1109 -1.6260 0.000
F 2.4712 2.6332 -2.5150 0.001
F 4.9655 1.6100 -2.5469 0.000
F 3.0898 0.7070 -0.8247 0.006
F 5.1709 2.1392 0.0976 0.000

---

[7]
57
Properties=species:S:1:pos:R:3:mulliken_charge:R:1 method="wB97M-V/def2-TZVPD" orbital_gap_ev=7.25 smiles="N#C[C@@H](c1ccc(C(F)(F)F)cc1)[C@H]1C(C[N+]23CCN(CC2)CC3)=C([O-])Oc2ccccc21" e_homo_ha=-0.266 relative_energy_ev=0.000 charge=0 e_tot_ha=-1581.33161 lumo_ev=0.02
N -1.9020 2.8297 -2.8953 -0.661
C -1.0862 2.0984 -2.4359 -0.305
C -0.1729 1.1289 -1.7247 0.913
C 1.2524 1.3336 -2.2915 0.003
C 2.1433 0.2717 -2.5785 -0.265
C 3.4930 0.5108 -2.7838 -0.903
C 3.9352 1.8217 -2.8684 0.203
C 5.4175 2.0765 -2.9644 0.935
F 5.7150 3.2457 -3.6281 -0.272
F 6.1043 1.0833 -3.6225 -0.272
F 5.9864 2.1825 -1.7159 -0.250
C 3.0717 2.8858 -2.7797 -0.934
C 1.7159 2.6462 -2.5968 -0.518
C -0.5227 0.8133 -0.2702 1.990
C 0.0170 -0.3647 0.4041 -0.094
C -0.3085 -1.7263 -0.0066 -2.137
N -1.3826 -2.3999 0.8289 0.333
C -0.9653 -2.6756 2.2787 -0.380
C -2.0676 -3.4522 2.9701 -0.820
N -3.2093 -3.6731 2.0619 -0.208
C -3.7470 -2.3842 1.5729 -0.892
C -2.6922 -1.6005 0.8193 -0.097
C -2.7694 -4.4698 0.8948 -0.812
C -1.6776 -3.7447 0.1474 -0.378
C 1.0768 -0.2971 1.4093 0.384
O 1.7463 -1.2729 1.7930 -0.781
O 1.4108 0.9156 1.9484 -0.487
C 0.6520 2.0180 1.6312 0.634
C 0.9406 3.1122 2.4494 -0.511
C 0.2509 4.2956 2.2523 -0.470
C -0.6820 4.3701 1.1976 -0.948
C -0.9508 3.2424 0.4206 -0.571
C -0.2839 2.0338 0.5952 -0.269
H -0.4927 0.1179 -2.0850 0.229
H 1.7706 -0.7628 -2.5685 0.330
H 4.1850 -0.3075 -2.9292 0.437
H 3.4381 3.9002 -2.9048 0.421
H 1.0274 3.4904 -2.5947 0.405
H -1.6673 0.6568 -0.4421 0.254
H 0.5669 -2.3809 0.0377 0.435
H -0.6870 -1.7447 -1.0275 0.319
H -0.7723 -1.7116 2.7628 0.368
H -0.0249 -3.2391 2.2301 0.499
H -1.6836 -4.4262 3.2949 0.281
H -2.4268 -2.9028 3.8466 0.361
H -4.1162 -1.8091 2.4294 0.337
H -4.5830 -2.6048 0.8986 0.296
H -2.4986 -0.6170 1.2641 0.299
H -2.9647 -1.4813 -0.2387 0.464
H -2.3873 -5.4408 1.2283 0.294
H -3.6223 -4.6087 0.2217 0.355
H -1.9832 -3.4829 -0.8756 0.410
H -0.7241 -4.2897 0.1395 0.472
H 1.6367 2.9965 3.2678 0.480
H 0.4005 5.1402 2.9108 0.396
H -1.2190 5.3069 1.0226 0.393
H -1.6810 3.3462 -0.4017 0.307

---

[8]
17
Properties=species:S:1:pos:R:3:mulliken_charge:R:1 method="wB97M-V/def2-TZVPD" orbital_gap_ev="8.55 / 8.62" e_homo_ha="-0.624 / -0.626" relative_energy_ev=2.514 charge=+2 e_tot_ha=-375.65411 lumo_ev="-8.45 / -8.41"
C 1.8963 0.1481 -0.0492 0.344
C -1.8277 -1.9388 0.5890 0.014
N 2.2687 0.3158 1.2421 -0.384
N 2.8247 -0.2735 -0.9394 -0.395
N -1.7048 0.2137 -0.2169 -0.346
N -2.5568 1.2524 -0.5827 -0.379
O -2.4166 -0.8392 0.1906 -0.033
H -0.7591 -2.0343 0.4830 0.234
H -2.4977 -2.8354 0.6578 0.296
H 0.9227 0.4308 -0.3966 0.303
H 3.0549 -0.2996 1.3751 0.270
H 1.5964 0.5408 2.0237 0.307
H 3.7246 -0.1440 -0.5803 0.242
H 2.6395 -0.0731 -1.9940 0.333
H -2.1223 2.0812 -0.1330 0.370
H -3.6322 1.1458 -0.4622 0.410
H -2.7204 1.4557 -1.6792 0.414

---

[9]
31
Properties=species:S:1:pos:R:3:mulliken_charge:R:1 method="wB97M-V/def2-TZVPD" orbital_gap_ev=9.24 smiles="CCP(C)[C@H]1OC(=O)O[C@H]1N(C)C(C)=O" e_homo_ha=-0.313 relative_energy_ev=0.000 charge=0 e_tot_ha=-1049.57418 lumo_ev=0.72
C 1.4491 -2.1565 1.0102 -1.053
C 2.2191 -1.0803 0.2143 -0.785
P 1.3372 0.5205 0.3956 0.307
C 2.6083 1.8636 0.6094 -1.136
C 0.6228 0.9041 -1.2902 0.022
O 1.1177 0.0016 -2.2946 -0.416
C 0.0975 -0.8897 -2.4873 0.669
O 0.1830 -2.0942 -2.5457 -0.520
O -1.0360 -0.1259 -2.5460 -0.448
C -0.9382 0.6933 -1.3826 -0.394
N -1.5612 0.0614 -0.2426 0.298
C -2.8324 -0.5951 -0.6176 -1.169
C -1.8610 1.0274 0.7886 0.500
C -1.7382 0.5166 2.1879 -1.135
O -2.2107 2.1560 0.5271 -0.557
H 1.5680 -3.1347 0.5709 0.314
H 0.3952 -1.9066 1.0170 0.166
H 1.7680 -2.1397 2.0439 0.376
H 2.2843 -1.4098 -0.8141 0.456
H 3.2260 -1.0080 0.6024 0.452
H 3.5895 1.4655 0.8188 0.375
H 2.6125 2.5096 -0.2593 0.326
H 2.2735 2.4573 1.4454 0.320
H 0.8035 1.9366 -1.5548 0.543
H -1.4536 1.5991 -1.6796 0.456
H -2.6895 -1.2460 -1.4620 0.374
H -3.1401 -1.2132 0.2141 0.306
H -3.5990 0.1425 -0.8419 0.399
H -1.5075 1.3362 2.8481 0.357
H -0.9365 -0.2020 2.2464 0.234
H -2.6516 0.0103 2.4781 0.363

---

[10]
16
Properties=species:S:1:pos:R:3:lowdin_spin:R:1 method="wB97M-V/def2-TZVPD" orbital_gap_ev="6.24 / 8.22" e_homo_ha="-0.228 / -0.408" charge=0 e_tot_ha=-1749.82496 multiplicity=3 lumo_ev="0.03 / -2.89"
C 0.9411 -0.1490 -0.8784 0.016
C -2.3844 -1.4960 0.4981 0.736
C 2.1622 -0.3947 0.0645 0.010
O -1.6447 1.1254 -0.0926 0.099
O -0.2990 3.1718 -0.0278 0.022
O 0.3337 1.3204 1.4583 0.006
O -0.1507 -0.8954 -0.2145 0.212
O 0.5782 1.1907 -1.0790 0.007
S -1.7581 -0.5079 -0.6150 0.620
S -0.2394 1.7654 0.2114 0.020
Cl -3.9756 -2.1597 0.1535 0.218
H 1.2914 -0.4159 -1.8920 0.002
H -2.1603 -1.4486 1.5234 0.028
H 2.9011 0.4334 -0.2303 0.003
H 2.3513 -1.4344 -0.0055 0.000
H 2.0531 -0.1055 1.1258 0.001